(1)
C40H110N10O10 | wB97M-V/def2-TZVPD

ORCA input file:
```
! wB97M-V def2-TZVPD RIJCOSX def2/J DEFGRID3
* xyz 0 1
C 1.17490 -1.68121 -4.58812
O 2.31977 -2.43374 -4.23718
C 2.19474 -2.96781 -2.93119
C 2.43752 -1.96423 -1.78539
C 3.81921 -1.31567 -1.78312
N 2.17069 -2.72275 -0.55675
H 0.97130 -0.92201 -3.81843
H 0.29017 -2.31572 -4.65116
H 1.32035 -1.06614 -5.47433
H 1.17105 -3.31915 -2.74959
H 2.79767 -3.87236 -2.85143
H 1.65876 -1.19482 -1.72342
H 4.62060 -2.03204 -1.58289
H 3.88248 -0.43908 -1.13842
H 4.06647 -0.92210 -2.77298
H 1.87693 -2.18079 0.25004
H 3.12460 -2.97959 -0.29638
C 3.84906 1.42729 -4.46971
O 4.34765 1.67704 -3.17770
C 3.87498 2.88727 -2.62131
C 4.55903 4.14527 -3.07477
C 6.08190 4.13765 -2.90621
N 3.97490 5.27692 -2.35213
H 2.78723 1.15484 -4.44357
H 4.39359 0.59786 -4.91976
H 3.98381 2.27659 -5.14699
H 2.78845 2.92333 -2.77109
H 4.04862 2.84736 -1.53992
H 4.30721 4.32614 -4.13346
H 6.48580 3.29983 -3.47772
H 6.36485 3.96396 -1.86593
H 6.53845 5.07551 -3.21730
H 2.96108 5.26914 -2.55904
H 4.24541 6.17002 -2.75000
C -3.04921 0.24772 3.65060
O -3.87561 -0.49010 4.51036
C -3.21525 -1.19389 5.52902
C -4.21276 -1.56198 6.62748
C -4.80077 -0.34175 7.29334
N -3.62671 -2.43622 7.64181
H -2.37457 -0.33024 3.01662
H -2.46411 1.01714 4.17445
H -3.74749 0.86847 3.08277
H -2.81324 -2.14688 5.15855
H -2.41038 -0.58972 5.96769
H -5.01378 -2.16580 6.18520
H -4.01008 0.17370 7.84956
H -5.57487 -0.58079 8.02045
H -5.18002 0.31257 6.50905
H -3.22158 -3.29061 7.28588
H -2.92192 -1.90518 8.14481
C 2.60816 2.63986 3.11569
O 2.33151 1.58119 4.00924
C 1.42162 0.63684 3.51337
C 1.32404 -0.55483 4.46393
C 2.51495 -1.51623 4.38157
N 0.07739 -1.30250 4.19571
H 1.71171 3.09413 2.68824
H 3.31058 2.35733 2.32751
H 3.10430 3.40978 3.70673
H 0.42186 1.10150 3.52485
H 1.63411 0.34954 2.47572
H 1.27190 -0.13741 5.47264
H 2.42888 -2.23662 3.56638
H 2.72437 -2.07828 5.29111
H 3.39614 -0.89803 4.16764
H -0.01521 -1.40377 3.18864
H 0.16824 -2.25352 4.56033
C -0.66335 -4.37588 4.63521
O 0.16683 -3.85305 5.64377
C -0.30850 -4.06723 6.96058
C 0.59451 -3.33149 7.92672
C 0.29358 -3.60950 9.40444
N 0.44862 -1.90255 7.68546
H -0.66133 -5.46957 4.61851
H -0.29651 -4.07580 3.65246
H -1.68344 -3.98546 4.70726
H -1.31788 -3.64546 7.07106
H -0.40441 -5.13751 7.16923
H 1.61599 -3.69121 7.73699
H 0.80682 -2.95408 10.10229
H 0.45240 -4.65529 9.68948
H -0.78276 -3.55247 9.60479
H 1.23156 -1.35676 8.01828
H 0.36550 -1.76565 6.68552
C 0.54502 5.45533 -7.80464
O -0.40395 5.74596 -6.78401
C 0.11609 6.35055 -5.61942
C 0.85251 5.33430 -4.72348
C 0.01819 4.16982 -4.22382
N 1.38395 6.02555 -3.53758
H -0.08362 5.22372 -8.66405
H 1.13443 4.59346 -7.49413
H 1.10415 6.35008 -8.09172
H 0.77044 7.17208 -5.93210
H -0.70543 6.73359 -5.00988
H 1.74670 4.96842 -5.23995
H 0.64214 3.41478 -3.74086
H -0.55392 3.68698 -5.01593
H -0.67099 4.50321 -3.44353
H 1.99788 6.77852 -3.82627
H 0.64741 6.38498 -2.92301
C -2.36886 -6.47686 0.05900
O -1.85382 -6.89398 -1.18909
C -2.48292 -8.00106 -1.77416
C -1.62133 -8.47729 -2.94813
C -1.53073 -7.48272 -4.10646
N -2.12002 -9.78203 -3.44162
H -3.43176 -6.23207 -0.02840
H -1.81114 -5.60634 0.39160
H -2.26525 -7.30150 0.77119
H -2.42830 -8.86217 -1.09668
H -3.52266 -7.83530 -2.07567
H -0.63953 -8.66741 -2.51023
H -1.05532 -6.60869 -3.64404
H -2.52921 -7.08603 -4.31358
H -1.01996 -7.87690 -4.97729
H -2.96542 -9.59278 -3.97694
H -1.49873 -10.15361 -4.15162
C -0.91265 -1.91657 0.35455
O -0.29957 -0.82192 1.02927
C -0.81829 0.43178 0.65041
C -0.16939 0.92395 -0.61723
C 1.32581 1.13534 -0.39999
N -0.75104 2.17190 -1.13262
H -1.96996 -1.74796 0.12962
H -0.85312 -2.82509 0.95071
H -0.35910 -2.00084 -0.58310
H -1.91206 0.44916 0.55049
H -0.68786 1.15577 1.46171
H -0.31606 0.25232 -1.47127
H 1.81069 0.30992 0.13026
H 1.44856 2.00838 0.24925
H 1.90471 1.29321 -1.31125
H -0.20301 2.49855 -1.91745
H -0.75488 2.91092 -0.43633
C -2.22083 -2.95773 -3.41212
O -2.56630 -1.80698 -4.16413
C -2.89679 -0.75839 -3.30143
C -3.20446 0.54412 -4.05820
C -2.10332 0.89007 -5.05718
N -3.38052 1.67736 -3.13298
H -3.06744 -3.12528 -2.73763
H -1.26534 -2.89222 -2.88620
H -2.18280 -3.84852 -4.03946
H -3.81208 -0.96760 -2.72747
H -2.07323 -0.58452 -2.59208
H -4.15721 0.39204 -4.56966
H -2.46118 1.60674 -5.79995
H -1.75853 0.07892 -5.70068
H -1.25922 1.29791 -4.49697
H -4.24959 1.53011 -2.62541
H -2.65194 1.55247 -2.42888
C -1.28478 3.85325 2.48940
O -0.44470 4.24517 1.42209
C -1.01919 5.21001 0.55367
C -0.07724 5.56240 -0.60952
C 1.23250 6.12918 -0.03518
N -0.72750 6.62483 -1.38842
H -0.69858 3.25027 3.17589
H -2.14604 3.32050 2.06615
H -1.72752 4.69349 3.03623
H -1.97561 4.81244 0.19375
H -1.18149 6.15102 1.09112
H 0.15308 4.69545 -1.22608
H 1.76900 5.29549 0.41370
H 0.97879 6.87600 0.71935
H 1.82425 6.56577 -0.83426
H -1.69378 6.41914 -1.63303
H -0.81824 7.41044 -0.74661
*
```

Values from the calculation:
HOMO level = -0.321 Eh
calculated total energy = -78634.5625 eV
SMILES = COC[C@H](C)N.COC[C@H](C)N.COC[C@H](C)N.COC[C@H](C)N.COC[C@H](C)N.COC[C@H](C)N.COC[C@H](C)N.COC[C@H](C)N.COC[C@H](C)N.COC[C@H](C)N

=====

(2)
C8H14BF2NNbO2Zn | wB97M-V/def2-TZVPD

ORCA input file:
```
! wB97M-V def2-TZVPD RIJCOSX def2/J DEFGRID3
* xyz 1 1
C 3.33700 -1.08621 0.53943
C 3.22336 -0.26729 -0.73323
C 2.21357 0.87526 -0.66302
F 2.37151 1.72248 -1.63873
Nb -0.04442 0.26953 -0.53084
F -0.41738 0.88314 -2.31579
B -0.38781 2.43030 0.26999
O -0.15562 3.52354 -0.46433
O -0.82501 2.57404 1.54768
C -2.05428 -0.53865 -0.15058
C -2.13645 -1.86996 -0.50640
C -3.34374 -2.47359 -0.27409
C -4.36406 -1.75277 0.27195
N -4.33938 -0.46666 0.59238
C -3.15882 0.09201 0.36065
H 3.85732 -2.00389 0.30363
H 2.38611 -1.37233 0.96884
H 3.92850 -0.59703 1.31836
H 2.94729 -0.90808 -1.55027
H 4.19918 0.17526 -0.92522
H 2.29738 1.42630 0.40144
H 0.72485 -1.24448 -1.24029
H 0.37238 -0.22974 1.16035
H -0.02469 4.26907 0.13559
H -1.08364 1.73279 1.93579
H -1.31090 -2.40860 -0.94152
H -3.48346 -3.51287 -0.50414
H -5.29097 -2.26859 0.46677
H -3.09622 1.14188 0.60401
Zn 3.65839 1.88514 1.56160
*
```

Values from the calculation:
HOMO level = -0.463 Eh
calculated total energy = -70174.5132 eV

=====

(3)
C8H21F5FeIO2P2Te | wB97M-V/def2-TZVPD

ORCA input file:
```
! wB97M-V def2-TZVPD RIJCOSX def2/J DEFGRID3
* xyz 2 6
C 1.54842 2.51873 -1.49627
I 0.39077 3.61129 -0.15345
H 1.49082 3.02736 -2.46730
H 1.09415 1.53112 -1.59599
H 2.56559 2.36559 -1.13839
Fe -1.81468 -0.88121 -0.33356
P -1.58458 0.01486 -2.42267
C -2.28170 -1.65490 -2.77308
C -3.07605 1.06287 -2.28841
H -3.40392 1.34331 -3.29034
H -1.73907 0.90831 -4.66160
H -2.80356 1.94889 -1.71292
H -0.11656 1.23213 -3.94232
H -2.43226 -2.29227 -1.88558
H -3.87049 0.52876 -1.75748
C -0.91648 0.47871 -4.06220
H -3.24326 -1.50997 -3.26919
H -0.51132 -0.40729 -4.57847
H -1.59870 -2.18559 -3.44400
P 1.92664 0.22079 2.18222
C 2.78213 -0.88686 3.31040
C 3.10039 1.54702 1.76490
H 0.06055 1.66660 2.50839
H 1.06116 1.59727 3.98026
H -0.00501 0.25213 3.56246
C 0.65187 1.01273 3.14849
H 2.56816 2.40710 1.33571
H 3.63200 1.88374 2.67805
H 3.28060 -0.33442 4.11789
H 3.53510 -1.45896 2.76145
H 3.85245 1.19367 1.05253
H 2.04639 -1.56670 3.74925
C 0.46793 -1.51108 -0.83792
O 1.10533 -2.44830 -1.10658
F -0.23226 -2.24948 3.63100
Te -1.11197 -2.49709 1.90472
F -2.48944 -2.81408 0.19720
F -2.70553 -2.59703 2.87938
F -0.85778 -4.40428 1.98359
F -1.80621 -0.17651 1.54975
O 1.44041 -0.47694 0.92011
*
```

Values from the calculation:
HOMO level (spin up / spin down) = -0.556 / -0.556 Eh
calculated total energy = -94660.4937 eV

=====

(4)
H3OPS2 | wB97M-V/def2-TZVPD

ORCA input file:
```
! wB97M-V def2-TZVPD RIJCOSX def2/J DEFGRID3
* xyz 0 1
O 0.14041 1.29487 0.49846
P 1.56430 0.57107 0.10599
S 2.85875 1.31320 1.26547
H -0.57816 0.72803 0.10106
S -1.07352 -1.80610 -0.42561
H -1.05438 -1.15479 -1.58873
H -1.85740 -0.94628 0.04337
*
```

Values from the calculation:
HOMO level = -0.339 Eh
calculated total energy = -33055.6904 eV
SMILES = OP=S.S

=====

(5)
C40H100O20 | wB97M-V/def2-TZVPD

ORCA input file:
```
! wB97M-V def2-TZVPD RIJCOSX def2/J DEFGRID3
* xyz 0 1
C -8.21869 3.15125 16.11070
O -7.85123 1.94344 15.43980
C -6.53937 1.93470 14.87668
C -6.29033 0.74496 14.00123
O -6.91851 0.80505 12.71738
C -8.28874 0.60010 12.76545
H -9.28388 3.17717 16.34047
H -8.00753 4.02281 15.49109
H -7.64739 3.16343 17.03890
H -5.71348 2.08069 15.57287
H -6.48229 2.85108 14.28924
H -6.67858 -0.06186 14.62285
H -5.22201 0.60018 13.84047
H -8.65701 0.77016 11.75374
H -8.94425 1.16037 13.43218
H -8.40927 -0.45181 13.02439
C -10.68734 2.35162 3.61366
O -12.05204 1.83050 3.66608
C -12.77453 2.48229 4.70310
C -14.19775 1.85305 4.87294
O -14.96042 1.97069 3.66228
C -15.69360 3.15730 3.30322
H -10.11667 2.23519 4.53500
H -10.75514 3.42733 3.45132
H -10.03779 1.98375 2.81940
H -12.92962 3.49886 4.34166
H -12.20277 2.39396 5.62688
H -14.61489 2.29076 5.77986
H -14.01250 0.80559 5.11084
H -16.55852 3.24009 3.96136
H -15.99822 3.10815 2.25781
H -15.16578 4.09699 3.46598
C -0.04996 8.06577 0.30482
O -1.07784 7.39644 -0.39861
C -1.75790 6.42096 0.38620
C -2.71654 5.60728 -0.47531
O -3.85000 6.40498 -0.87867
C -3.70140 7.33839 -1.98849
H 0.42967 7.44484 1.06147
H -0.63963 8.84486 0.78794
H 0.72509 8.55716 -0.28334
H -2.36278 6.93575 1.13267
H -1.08475 5.78868 0.96516
H -2.99399 4.67772 0.02172
H -2.27122 5.30066 -1.42177
H -4.66085 7.56702 -2.45246
H -3.05280 6.79200 -2.67324
H -3.21189 8.26707 -1.69517
C -11.14632 9.90942 13.17538
O -10.36417 9.71785 12.03203
C -10.66139 8.59074 11.17626
C -11.76591 8.83693 10.15185
O -11.52506 10.06901 9.58229
C -12.33404 10.19374 8.35840
H -11.70576 9.05028 13.54553
H -11.93243 10.65423 13.05137
H -10.53779 10.33613 13.97269
H -10.93998 7.69904 11.73783
H -9.74573 8.39289 10.61903
H -12.73154 8.95833 10.64267
H -11.88092 7.95733 9.51846
H -13.38973 10.21158 8.62914
H -12.18559 9.38395 7.64405
H -12.10322 11.10633 7.80884
C -19.17643 -4.95356 3.46616
O -19.51089 -6.25265 3.97963
C -20.60904 -6.06930 4.86029
C -21.08848 -7.30195 5.58488
O -20.13296 -7.96511 6.43669
C -19.70234 -7.31734 7.53888
H -18.38725 -5.24300 2.77224
H -18.68376 -4.37147 4.24497
H -19.97730 -4.34004 3.05349
H -21.44045 -5.67032 4.27919
H -20.43652 -5.22869 5.53238
H -21.53317 -8.08439 4.96996
H -21.87498 -6.92206 6.23695
H -20.57250 -6.86934 8.01870
H -18.98751 -6.55417 7.23118
H -19.29843 -8.00189 8.28477
C -25.33153 8.59086 9.06743
O -25.04640 8.01215 7.82268
C -26.20096 7.63511 7.03794
C -25.76329 7.41255 5.56015
O -24.97458 6.17359 5.52637
C -24.17196 6.09886 4.30772
H -26.02424 8.16847 9.79533
H -25.48912 9.66211 8.94219
H -24.37055 8.45280 9.56297
H -27.04127 8.32467 6.95747
H -26.56918 6.66605 7.37472
H -25.08599 8.20394 5.23912
H -26.60087 7.34147 4.86623
H -23.91153 5.09897 3.96061
H -23.31666 6.76728 4.20885
H -24.74596 6.39067 3.42824
C -17.29126 8.99511 13.86425
O -17.09164 7.56169 13.57885
C -17.50695 6.95854 12.34865
C -17.17004 5.48215 12.34762
O -15.80495 5.13857 12.36098
C -15.34504 5.01152 13.77174
H -18.28961 9.31151 13.56212
H -16.63763 9.67913 13.32297
H -17.23092 9.28468 14.91335
H -17.11490 7.38397 11.42486
H -18.59567 6.95604 12.40152
H -17.64206 5.10825 11.43906
H -17.75105 4.93446 13.08962
H -14.29929 4.76843 13.95998
H -15.90670 4.23312 14.28820
H -15.53018 5.86437 14.42478
C -1.30735 3.50077 8.52909
O 0.06755 4.01215 8.36171
C 0.42124 4.95365 9.39969
C 0.58556 4.43928 10.83988
O 0.87401 5.52178 11.75739
C 1.24327 5.28799 13.17736
H -1.40245 3.29901 9.59603
H -1.41962 2.50334 8.10408
H -2.03755 4.19684 8.11630
H -0.36598 5.70678 9.43404
H 1.33201 5.40665 9.00804
H 1.41043 3.72739 10.80986
H -0.18008 3.74090 11.17772
H 2.04660 4.55565 13.25769
H 0.39691 5.00676 13.80400
H 1.60213 6.14034 13.75426
C -19.14080 1.94494 -4.76976
O -17.72043 2.09426 -4.72270
C -16.88985 0.91251 -4.92952
C -17.32767 -0.33171 -4.10491
O -18.57706 -0.97961 -4.49525
C -18.34491 -1.74079 -5.68368
H -19.36003 1.33807 -5.64825
H -19.50420 2.97096 -4.82736
H -19.60948 1.48812 -3.89813
H -15.83816 1.12859 -4.74149
H -16.89487 0.71542 -6.00154
H -17.59936 -0.09169 -3.07696
H -16.41539 -0.91385 -3.97474
H -19.20669 -2.27396 -6.08515
H -17.74450 -2.57236 -5.31477
H -17.95979 -1.04799 -6.43188
C -7.93818 -4.07726 -8.91449
O -7.67333 -3.07221 -7.98839
C -8.81377 -2.99682 -7.13518
C -8.87946 -1.62153 -6.54458
O -7.52783 -1.27090 -6.05078
C -7.63542 -0.35292 -5.00437
H -8.16698 -5.07020 -8.52744
H -7.10463 -4.18684 -9.60823
H -8.79111 -3.77644 -9.52284
H -8.57357 -3.71128 -6.34781
H -9.76591 -3.23982 -7.60686
H -9.62101 -1.59811 -5.74605
H -9.20458 -0.90687 -7.30066
H -8.18713 -0.85030 -4.20668
H -8.12669 0.57188 -5.30682
H -6.63422 -0.04505 -4.70285
*
```

Values from the calculation:
HOMO level = -0.348 Eh
calculated total energy = -84032.5478 eV
SMILES = COCCOC.COCCOC.COCCOC.COCCOC.COCCOC.COCCOC.COCCOC.COCCOC.COCCOC.COCCOC

=====

(6)
C3H14N3 | wB97M-V/def2-TZVPD

ORCA input file:
```
! wB97M-V def2-TZVPD RIJCOSX def2/J DEFGRID3
* xyz 1 1
C -1.82908 1.09362 1.72940
N -0.48453 1.33424 1.10144
H -2.28062 0.08818 1.75178
H -1.80282 1.47852 2.76046
H -2.53090 1.62165 1.09375
H -0.43032 0.63782 -0.00854
H 0.24998 1.01986 1.69152
H -0.39068 2.39359 1.04590
C 0.67227 0.40445 -1.98472
N -0.18818 -0.17912 -0.93290
C 0.32066 -1.50317 -0.33620
N 1.61301 -1.49061 0.31599
H 0.20130 1.26182 -2.45213
H 1.55135 0.87772 -1.48607
H 0.96572 -0.36947 -2.64291
H -1.07834 -0.40240 -1.37798
H 0.32646 -2.22787 -1.23424
H -0.45828 -1.85433 0.38708
H 2.35181 -1.41148 -0.37611
H 1.76006 -0.73456 1.00490
*
```

Values from the calculation:
HOMO level = -0.519 Eh
calculated total energy = -7801.5787 eV

=====

(7)
C3H7PS | wB97M-V/def2-TZVPD

ORCA input file:
```
! wB97M-V def2-TZVPD RIJCOSX def2/J DEFGRID3
* xyz 0 1
C -1.88184 0.42769 -1.28548
C -1.10524 -0.00764 -0.28569
C 0.35665 0.13579 -0.60697
S 1.55030 0.84252 0.53242
P 1.39196 -0.75236 1.84683
H -2.98981 0.49171 -1.36364
H -1.42237 1.12635 -1.99905
H -1.30258 -0.67596 0.51624
H 0.51528 0.69533 -1.52058
H 0.65422 -0.97517 -0.82022
H 2.64737 -1.16777 1.80339
H 1.58606 -0.14049 3.18275
*
```

Values from the calculation:
HOMO level = -0.333 Eh
calculated total energy = -23346.7804 eV
SMILES = C=CCSP